C14H26N5Sc as an isolated structure, computed with ωB97M-V with the def2-TZVPD basis set.

- HOMO-LUMO gap (spin up / spin down) (hartree) = 0.1766 / 0.1870
- HOMO energy (spin up / spin down) (eV) = -15.29 / -15.47

The geometry in ORCA input format:
```
! RIJCOSX wB97M-V def2-TZVPD def2/J DEFGRID3
* xyz 2 1
C 0.694 -1.805 -0.981
H 0.035 -2.646 -0.751
H 0.686 -1.599 -2.047
H -1.296 -0.759 -0.770
C 2.123 -2.111 -0.517
H 2.675 -1.176 -0.273
H 2.103 -2.674 0.434
C 3.005 -2.899 -1.522
H 4.017 -3.068 -1.122
H 2.556 -3.882 -1.735
H 3.103 -2.354 -2.475
C 0.025 2.397 0.401
C 1.356 2.006 0.017
C 1.292 1.521 -1.338
C -0.072 1.566 -1.762
C -0.856 2.104 -0.694
C -2.328 2.319 -0.690
C -0.582 1.138 -3.091
C 2.450 1.073 -2.159
C 2.565 2.110 0.869
C -0.373 2.929 1.730
Sc 0.067 0.052 0.212
H -1.625 0.817 -3.034
H -0.531 1.946 -3.830
H -0.003 0.303 -3.492
H -2.829 1.681 -1.428
H -2.759 2.106 0.298
H -2.577 3.363 -0.930
H 0.313 2.601 2.521
H -0.373 4.027 1.725
H -1.379 2.599 2.027
H 3.376 1.462 0.515
H 2.945 3.141 0.883
H 2.363 1.829 1.913
H 2.208 0.208 -2.795
H 2.791 1.876 -2.830
H 3.306 0.791 -1.535
N -1.870 -0.714 5.200
N -1.362 -1.051 3.968
N -1.061 -2.336 3.703
C -0.525 -2.219 2.472
N -0.507 -0.954 2.041
N -1.084 -0.182 3.006
H -2.178 0.259 5.326
H -2.102 -1.492 5.772
H -0.146 -3.041 1.869
*
```